Here is an isolated molecule of C4H6O2 from the OMol25 dataset. Energies are from ωB97M-V/def2-TZVPD.

SMILES	O=C1CCOC1
energy relative to the best compared isomer or geometry (same formula, charge and spin)	34.8	kcal/mol
2S+1	1
frontier orbital gap	10.6	eV

Each line ends with the Löwdin charge.
Cartesian coordinates (Å):
O -0.46468 0.78853 -1.15311  -0.173
O -0.88330 -0.53113 2.14483  0.083
C -1.30263 0.72041 -0.03372  -0.155
C -0.52572 -0.19833 1.04642  -0.278
C 0.87463 -0.03886 -1.00345  -0.110
C 0.92472 -0.64502 0.38307  -0.075
H 0.83028 -0.77820 -1.81105  0.111
H -1.50428 1.71111 0.43870  0.128
H 1.63919 0.71745 -1.20399  0.110
H 0.97063 -1.74799 0.41821  0.116
H -2.28776 0.24686 -0.24983  0.127
H 1.72893 -0.24483 1.02394  0.115